No. 1
{
  "formula": "C14H14N4O5S",
  "method": "ωB97M-V with the def2-TZVPD basis set",
  "e_lumo_ev": -1.069,
  "e_above_lowest_ev": 4.2047,
  "homo_ev": -8.558,
  "species": ["O", "N", "O", "C", "C", "N", "C", "C", "C", "O", "C", "C", "S", "C", "C", "C", "C", "C", "O", "C", "N", "O", "N", "C", "H", "H", "H", "H", "H", "H", "H", "H", "H", "H", "H", "H", "H", "H"],
  "coordinates": [[1.86170, 3.60647, -0.55513], [2.04816, 2.41312, -0.43556], [3.10698, 1.87022, -0.78396], [1.02723, 1.61770, 0.09682], [1.13567, 0.21900, 0.30739], [2.26778, -0.41622, 0.02044], [2.55676, -1.82157, 0.12880], [3.88593, -2.10823, -0.57083], [5.09217, -1.57217, 0.21221], [5.05400, -0.18698, 0.44042], [0.01299, -0.50618, 0.81353], [-1.19274, 0.05381, 1.13292], [-2.43185, -0.97313, 1.80824], [-4.01180, -0.08015, 1.46673], [-4.35411, -0.13522, 0.03128], [-4.20828, 0.78262, -0.97018], [-4.68614, 0.16081, -2.14821], [-5.07833, -1.08779, -1.77775], [-4.88112, -1.27766, -0.46432], [-1.31516, 1.45925, 0.95889], [-2.29279, 2.30134, 1.20074], [-1.84121, 3.50891, 0.86234], [-0.58818, 3.48341, 0.40606], [-0.20132, 2.22743, 0.44544], [3.05178, 0.19667, -0.22441], [2.62050, -2.12325, 1.18227], [1.75997, -2.40243, -0.34930], [4.00582, -3.18579, -0.68550], [3.86454, -1.65973, -1.56678], [6.01442, -1.85815, -0.31163], [5.11161, -2.02468, 1.20754], [5.17492, 0.29938, -0.38474], [0.12853, -1.56711, 0.96457], [-3.89675, 0.94448, 1.81013], [-4.74109, -0.62369, 2.06626], [-3.83164, 1.77950, -0.87359], [-4.72906, 0.58810, -3.12854], [-5.49992, -1.90211, -2.33259]]
}


No. 2
{
  "formula": "C9H18N2",
  "method": "ωB97M-V with the def2-TZVPD basis set",
  "e_lumo_ev": -8.284,
  "charge": 2,
  "e_above_lowest_ev": 3.1546,
  "homo_ev": -19.103,
  "species": ["C", "C", "C", "C", "C", "C", "C", "C", "C", "N", "N", "H", "H", "H", "H", "H", "H", "H", "H", "H", "H", "H", "H", "H", "H", "H", "H", "H", "H"],
  "coordinates": [[0.55345, 0.29625, -0.78668], [-2.19547, -1.34677, -0.04945], [0.03884, -1.15833, -0.93862], [1.09813, 0.91843, -2.01323], [-3.42408, -1.45871, -0.23177], [-0.45692, -1.62304, -2.27884], [-0.58561, 2.39709, 1.93707], [1.76606, 1.69773, 2.05626], [0.45899, 1.59295, 1.31152], [-0.93549, -1.48265, 0.12604], [0.32322, 0.74940, 0.37563], [0.89286, -1.71362, -0.80514], [1.22330, 2.04305, -2.10970], [0.55848, 0.70453, -2.92844], [2.03348, 0.42669, -2.19119], [-3.97215, -2.18247, -0.76345], [2.78213, -2.90607, 1.57308], [-4.11746, -0.67001, 0.05754], [-1.20724, -1.02030, -2.56105], [-0.77932, -2.69369, -2.06216], [0.37190, -1.73312, -3.02692], [-0.38559, 2.49991, 3.03015], [-0.44844, 3.40836, 1.38462], [-1.50241, 1.88597, 1.68163], [2.51017, 1.27426, 1.41849], [1.78072, 1.17851, 2.98085], [1.95144, 2.75627, 2.18261], [2.33727, -2.38109, 1.56149], [-0.67026, -1.45957, 1.06963]]
}


No. 3
{
  "formula": "C9H29F3N10O8",
  "method": "ωB97M-V with the def2-TZVPD basis set",
  "multiplicity": 2,
  "e_lumo_ev": [-2.471, -6.748],
  "charge": 1,
  "e_above_lowest_ev": 0.0000,
  "homo_ev": [-11.394, -11.393],
  "species": ["O", "H", "H", "H", "C", "O", "O", "C", "F", "F", "F", "C", "C", "H", "H", "H", "H", "H", "H", "C", "O", "N", "N", "H", "H", "H", "H", "C", "O", "N", "N", "H", "H", "H", "H", "C", "O", "N", "N", "H", "H", "H", "H", "C", "O", "N", "N", "H", "H", "H", "H", "C", "O", "N", "N", "H", "H", "H", "H"],
  "coordinates": [[0.32407, -0.03744, -0.16520], [0.52338, 0.14118, 0.75674], [0.71681, -0.84223, -0.51114], [-0.60395, 0.06015, -0.39069], [2.55383, -2.66318, 0.11321], [2.58225, -1.57673, 1.05879], [1.44558, -2.45240, -0.74329], [4.04112, -2.82912, -0.44376], [4.69050, -1.64691, -0.52071], [4.91400, -3.65156, 0.24296], [4.10455, -3.27234, -1.71356], [3.49135, -1.62265, 2.22746], [2.96351, -0.65045, 3.33257], [2.96042, 0.39318, 3.01805], [1.97340, -0.81129, 3.75909], [3.77952, -0.72454, 4.05142], [4.57340, -1.49968, 2.27353], [3.34659, -2.57574, 2.73614], [2.38557, -3.46954, 0.82707], [-2.43986, 3.16254, -0.69751], [-1.47461, 3.15428, -1.35851], [-3.07619, 4.17759, -0.17781], [-2.95693, 2.02331, -0.41308], [-4.00371, 3.90761, 0.11703], [-2.69513, 5.11144, -0.23088], [-3.68984, 2.02351, 0.28186], [-2.91927, 1.35144, -1.16625], [2.63691, -0.55291, -4.35061], [2.98589, -0.11888, -5.40854], [2.14642, -1.73934, -4.19281], [2.66194, 0.08227, -3.22778], [2.10837, -2.48900, -4.86856], [1.86842, -1.85349, -3.22855], [2.22689, -0.37495, -2.43925], [2.98631, 1.03835, -3.25572], [-0.05195, 2.95309, 2.17764], [0.86699, 2.18334, 1.77398], [-0.24953, 4.21478, 1.76491], [-0.86264, 2.49477, 3.10357], [0.45279, 4.55414, 1.12329], [-1.13527, 4.69260, 1.67974], [-0.71680, 1.51686, 3.30981], [-1.70047, 3.02644, 3.29190], [-1.96628, -0.74729, 2.47251], [-0.83087, -0.58993, 2.26784], [-2.43498, -0.53845, 3.61140], [-2.90916, -1.16125, 1.58300], [-3.43371, -0.65173, 3.71043], [-1.85438, -0.42788, 4.43041], [-2.67099, -1.49248, 0.65907], [-3.86171, -1.02745, 1.89102], [-2.61414, -0.83803, -2.61802], [-1.75451, -0.45091, -1.80850], [-3.28730, -1.86554, -2.52723], [-2.98835, -0.25028, -3.75284], [-3.75461, -2.24466, -3.33840], [-3.36340, -2.43683, -1.69780], [-3.67818, -0.56853, -4.41839], [-2.33207, 0.48273, -3.98107]]
}


No. 4
{
  "formula": "CCsLiO2",
  "method": "ωB97M-V with the def2-TZVPD basis set",
  "multiplicity": 2,
  "e_lumo_ev": [-3.328, -3.391],
  "charge": 1,
  "e_above_lowest_ev": 0.0000,
  "homo_ev": [-12.787, -11.925],
  "species": ["O", "C", "O", "Li", "Cs"],
  "coordinates": [[3.73491, 0.99337, -0.62097], [2.74052, 0.54987, -0.34013], [-2.48310, -0.06581, 0.02812], [-4.04093, 0.76352, -0.38282], [0.04859, -2.24096, 1.31580]]
}


No. 5
{
  "formula": "C12H42N12O12",
  "method": "ωB97M-V with the def2-TZVPD basis set",
  "e_lumo_ev": 0.477,
  "e_above_lowest_ev": 0.6882,
  "homo_ev": -9.299,
  "species": ["N", "C", "N", "O", "H", "H", "H", "H", "N", "C", "N", "O", "H", "H", "H", "H", "N", "C", "N", "O", "H", "H", "H", "H", "N", "C", "N", "O", "H", "H", "H", "H", "N", "C", "N", "O", "H", "H", "H", "H", "N", "C", "N", "O", "H", "H", "H", "H", "O", "C", "C", "O", "H", "H", "H", "H", "H", "H", "O", "C", "C", "O", "H", "H", "H", "H", "H", "H", "O", "C", "C", "O", "H", "H", "H", "H", "H", "H"],
  "coordinates": [[1.30219, 1.86083, 5.08728], [0.97416, 1.20708, 3.89038], [0.82419, 2.04392, 2.85523], [0.84817, -0.03386, 3.79163], [1.61007, 2.82863, 5.02411], [1.65291, 1.22243, 5.76634], [1.08589, 3.00129, 2.80443], [0.71487, 1.58490, 1.93101], [3.42015, -1.19196, 2.50626], [3.49502, -1.49475, 1.14848], [4.76152, -1.67392, 0.71044], [2.43239, -1.68059, 0.56188], [2.51416, -1.38734, 3.01139], [4.18328, -1.38177, 3.09365], [4.81893, -1.67832, -0.31344], [5.53898, -1.29286, 1.24258], [1.48516, 3.41785, -0.57074], [1.79584, 3.88693, -1.83052], [0.74751, 4.04374, -2.69751], [2.95227, 4.12857, -1.97632], [2.28687, 2.99814, -0.19391], [0.66403, 2.86200, -0.60272], [-0.23778, 3.89790, -2.41818], [0.96360, 4.38469, -3.62840], [-3.62928, 2.12381, 1.65474], [-4.48980, 1.07894, 1.87215], [-4.38924, 0.33024, 3.02750], [-5.32762, 0.78850, 1.01506], [-3.30150, 2.63544, 2.40612], [-3.80270, 2.66437, 0.84223], [-5.29187, -0.14224, 3.25526], [-3.68376, 0.63686, 3.67058], [-3.25090, -2.19971, -3.76830], [-2.66707, -2.25069, -2.52249], [-2.05556, -3.42244, -2.20024], [-2.60552, -1.24038, -1.85334], [-2.91035, -2.73017, -4.60309], [-3.77702, -1.34508, -3.93825], [-1.59548, -3.48554, -1.31861], [-2.69438, -4.21679, -2.29604], [-3.62853, 1.44517, -2.05268], [-3.31847, 2.66570, -1.57224], [-4.28089, 3.48533, -1.22221], [-2.12628, 2.94864, -1.41728], [-2.96959, 0.68032, -2.17462], [-4.50996, 1.27896, -2.43689], [-5.21975, 3.19566, -1.16445], [-4.12160, 4.47331, -1.06877], [0.21804, -4.87111, 2.84720], [0.96970, -4.06501, 1.96504], [0.37165, -4.03784, 0.58722], [-1.03436, -3.83658, 0.52282], [-0.72781, -4.74202, 2.76265], [1.12533, -3.00684, 2.28808], [1.99083, -4.47790, 1.95892], [0.52486, -4.97687, 0.02569], [0.78283, -3.24686, -0.05900], [-1.24015, -2.98574, 0.89787], [4.73489, -0.93685, -2.14175], [4.17066, 0.39903, -2.34744], [3.38559, 0.43580, -3.72495], [2.93792, -0.86321, -4.15172], [4.44929, -1.42431, -2.93949], [3.34502, 0.56298, -1.61311], [4.91204, 1.21398, -2.23374], [4.09332, 0.73700, -4.51606], [2.60088, 1.20894, -3.60547], [2.28348, -1.37049, -3.69778], [-0.97085, -1.17288, 1.78293], [-1.26184, -0.06047, 0.94596], [-0.37161, 0.17482, -0.24177], [0.94364, 0.60081, 0.14059], [-0.26885, -0.90686, 2.37683], [-2.26312, -0.21186, 0.59892], [-1.29167, 0.83013, 1.58045], [-0.85112, 0.97374, -0.85842], [-0.27075, -0.72577, -0.83044], [1.52487, -0.16951, 0.35247]]
}


No. 6
{
  "formula": "C2H4ClFN2",
  "method": "ωB97M-V with the def2-TZVPD basis set",
  "e_lumo_ev": 0.801,
  "e_above_lowest_ev": 2.3303,
  "homo_ev": -10.061,
  "species": ["N", "N", "C", "C", "F", "Cl", "H", "H", "H", "H"],
  "coordinates": [[-1.53021, 0.26424, 0.53984], [-1.12292, -0.82536, -0.27532], [0.12059, -0.89690, -0.41151], [1.02365, 0.19560, 0.13358], [0.60202, 1.27883, -0.63585], [2.80412, -0.16224, 0.08644], [-2.49532, 0.55709, 0.04098], [-0.77382, 0.89485, 0.28455], [0.63635, -1.76999, -0.96739], [0.73554, 0.46387, 1.20468]]
}


Number 1: electronic energy -41772.3195 eV. Number 2: electronic energy -12584.0208 eV. Number 3: electronic energy -49229.0689 eV. Number 4: electronic energy -5877.6446 eV. Number 5: electronic energy -55581.3592 eV. Number 6: electronic energy -20356.5425 eV.